(i)
The following is a quantum chemistry calculation of a molecular structure, C10H29BMnO5, from the Open Molecules 2025 dataset.

The total charge is -1. The HOMO-LUMO gap (alpha / beta) comes out at 2.2 / 7.6 eV. The spin multiplicity is 7. As for the expectation value of S²: 12.004. Its LUMO energy (alpha / beta) is 2.858 / 2.930 eV.

Each line ends with the Mulliken spin population.
Element x y z (Å)
H: 1.549 -1.314 0.823  0.02
C: -0.530 -1.442 -2.357  -0.26
H: -0.610 -2.760 0.224  -0.02
H: -0.009 3.062 3.313  -0.10
H: -0.410 -0.825 -3.248  -0.03
H: 0.542 2.050 -3.817  0.01
H: 2.147 2.861 -3.864  0.00
C: 1.538 2.101 -3.376  0.00
H: 2.593 -1.355 -1.465  -0.01
H: 1.673 -2.832 -2.046  0.01
H: -1.874 0.864 3.202  0.14
H: 0.147 -3.210 1.766  0.12
H: 1.820 -1.402 -3.002  0.00
C: -0.692 -0.926 3.023  0.31
H: 2.291 3.041 -1.603  0.00
C: -0.650 -2.627 1.305  1.02
O: 0.880 1.748 -0.950  0.01
C: -2.846 0.474 -0.083  2.70
O: -0.086 1.340 2.118  -0.87
H: -2.455 -0.433 -2.289  -0.30
H: 0.380 3.274 1.612  0.08
H: -2.685 1.033 0.839  0.64
Mn: 0.346 0.129 0.301  3.85
B: 2.362 -0.723 1.215  0.37
H: -3.200 1.351 -0.625  -0.20
H: -1.532 -1.343 3.580  -0.19
H: -0.399 0.819 4.008  0.18
H: -2.430 -1.936 -1.365  0.54
C: 1.401 2.552 -1.998  0.07
C: -0.259 2.728 2.306  0.47
H: -1.568 -3.128 1.612  -0.39
C: -0.839 0.561 3.045  1.06
C: 1.712 -1.746 -1.974  -0.02
H: 0.740 3.419 -2.010  0.00
H: -1.323 2.922 2.166  -0.03
O: 0.477 -1.313 -1.399  -0.53
H: -0.545 -2.489 -2.661  -0.14
H: -3.625 -0.270 0.083  -0.50
O: -0.687 -1.225 1.578  -0.68
H: 3.221 -0.881 0.582  0.00
H: 2.091 0.315 1.335  -0.01
H: 0.251 -1.301 3.419  -0.12
O: -1.646 -0.110 -0.521  -2.32
H: 2.597 -1.115 2.192  0.00
H: 1.994 1.111 -3.371  -0.01
C: -1.851 -1.049 -1.623  1.10

(ii)
The following is a quantum chemistry calculation of a molecular structure, C10H29BMnO5, from the Open Molecules 2025 dataset.

The total charge is -1. The HOMO-LUMO gap (alpha / beta) comes out at 2.3 / 7.7 eV. The spin multiplicity is 7. As for the expectation value of S²: 12.004. Its LUMO energy (alpha / beta) is 2.824 / 2.802 eV.

Each line ends with the Mulliken spin population.
Element x y z (Å)
H: -0.818 -0.864 3.305  -0.34
C: -1.824 2.795 -0.754  0.03
H: 3.380 1.775 -1.427  0.00
H: -0.265 2.017 2.583  0.03
O: 0.157 0.102 1.898  -0.56
H: 3.113 -2.248 0.572  -0.65
H: 0.963 1.031 3.498  -0.04
H: -1.646 3.156 -1.767  0.00
H: -1.985 3.660 -0.112  -0.01
C: -1.053 -0.485 2.311  -0.74
O: 1.239 -1.629 -0.269  -2.29
H: 2.033 -1.287 1.487  0.30
C: 0.623 1.387 2.525  -0.04
H: 0.795 0.031 -3.784  0.00
O: -1.381 -1.075 0.020  -2.00
H: -3.127 0.815 -0.704  0.07
C: -3.071 1.903 -0.719  -0.11
H: 1.660 2.393 -1.508  -0.01
H: 1.646 -3.765 -0.537  -0.47
H: -1.220 -2.495 1.669  0.78
C: 2.444 -1.392 0.483  1.22
C: 3.026 -0.083 0.114  0.15
H: -1.684 0.396 2.433  0.05
H: 3.799 -0.267 -0.632  0.00
C: 0.925 -3.070 -0.106  3.20
C: -1.626 -1.529 1.366  1.97
H: -2.699 -1.544 1.554  0.02
H: 0.032 -3.419 -0.624  0.14
B: 0.494 -0.018 -2.749  0.29
C: -2.423 -1.646 -0.804  0.89
H: 0.180 0.973 -2.460  0.03
H: -0.304 -0.691 -2.479  0.05
H: -3.453 -1.353 -0.600  0.03
C: 2.473 2.031 -0.880  0.02
H: 3.663 0.191 0.954  -0.12
O: -0.733 2.118 -0.225  0.03
Mn: 0.193 0.219 -0.568  4.41
H: -3.414 2.064 0.303  -0.01
H: 1.505 1.896 2.137  0.08
O: 2.025 0.895 -0.157  -0.28
H: -2.199 -1.522 -1.863  0.18
H: -3.896 2.144 -1.389  -0.02
H: 1.361 -0.328 -2.187  0.03
H: 0.852 -3.310 0.954  0.03
H: -2.454 -2.735 -0.763  -0.35
H: 2.695 2.762 -0.102  0.01

Name the least stable of them. (ii).

(i)
The following is a quantum chemistry calculation of a molecular structure, C47H46N7P2S3Se2V, from the Open Molecules 2025 dataset.

The total charge is +2. The HOMO-LUMO gap (alpha / beta) comes out at 5.7 / 5.9 eV. The spin multiplicity is 3. As for the expectation value of S²: 2.014. Its LUMO energy (alpha / beta) is -6.160 / -5.991 eV.

Each line ends with the Mulliken spin population.
Element x y z (Å)
C: -6.137 -2.853 1.260  0.00
C: 0.146 -2.064 3.442  0.00
C: 3.171 0.510 -2.241  0.04
N: 0.076 -0.817 -0.795  -0.07
H: -3.314 3.384 -2.235  0.00
H: -5.902 1.271 0.626  0.00
H: 4.152 3.606 1.585  0.00
S: 5.088 4.015 3.767  0.00
C: -4.916 1.706 0.716  0.00
H: -2.007 0.534 3.740  0.00
H: 4.211 5.315 2.002  0.00
C: -1.843 -1.480 -1.620  0.00
P: -1.382 1.448 -1.269  0.01
H: -1.404 3.292 0.995  0.00
H: 6.975 2.638 3.625  0.00
C: -0.902 -1.310 3.950  0.00
H: 5.861 2.255 2.333  0.00
C: 3.944 -3.531 0.293  0.00
H: 1.924 0.062 4.438  0.00
H: 1.892 4.783 1.942  0.00
C: 2.456 -3.515 2.156  -0.01
H: 3.059 0.519 5.696  0.00
C: -3.123 3.363 -4.370  0.00
N: 3.177 0.597 -0.891  -0.05
C: 2.290 2.195 4.604  0.00
H: 2.407 -0.123 -2.678  0.00
H: 4.014 1.056 -4.108  0.00
C: -2.708 -3.333 -4.552  0.00
H: -2.744 3.109 -6.461  0.00
C: -2.795 2.959 -3.085  0.00
C: -1.148 1.438 -3.998  0.00
Se: -4.334 -0.406 -3.558  0.00
H: -2.662 -2.366 -5.038  0.00
C: -2.474 2.802 -5.459  0.00
C: 1.982 -2.297 1.720  0.04
H: -6.044 -3.120 -2.114  0.00
H: 6.319 0.507 4.239  0.00
C: 3.427 -2.302 -0.072  0.04
C: -5.716 -2.895 -1.106  0.00
C: -4.901 -2.263 1.474  0.00
C: -3.138 -3.422 -3.229  0.00
C: -1.816 1.989 -2.906  0.00
C: 5.925 2.445 3.402  0.00
N: 0.062 -2.161 -0.846  0.02
N: 2.471 -1.684 0.624  -0.04
C: -1.482 1.844 -5.275  0.00
H: 3.111 2.853 4.880  0.00
H: 0.370 -3.035 3.857  0.00
H: -2.249 -6.624 -5.183  0.00
H: 1.471 2.353 5.306  0.00
C: 3.951 4.325 2.378  0.00
S: 4.082 0.267 3.561  0.01
H: -5.419 2.917 2.411  0.00
H: -3.170 3.925 2.587  0.00
C: -4.465 -2.311 -0.894  0.00
H: -0.597 1.318 1.865  0.00
C: 3.457 -4.145 1.431  0.01
C: -0.411 0.366 2.337  -0.01
H: -7.508 -3.630 -0.198  0.00
H: 2.290 4.897 3.650  0.00
C: -1.126 -0.349 -1.273  0.01
V: 1.517 0.123 0.111  2.08
H: -6.788 -3.066 2.098  0.00
C: -6.543 -3.171 -0.031  0.00
C: 2.468 4.318 2.744  0.00
H: 3.792 -1.793 -0.952  -0.01
H: -3.894 4.105 -4.520  0.00
H: -3.017 -6.781 -2.842  0.00
C: -2.384 2.838 0.919  0.00
H: -4.169 0.654 -0.986  0.00
H: -3.095 -1.541 0.575  0.00
C: -3.379 3.196 1.816  0.00
C: -2.493 -5.725 -4.633  0.00
C: 4.122 1.364 -0.313  0.01
H: -4.589 -2.012 2.480  0.00
C: -1.192 -0.081 3.385  0.00
H: 5.971 2.547 -4.178  0.00
H: -1.489 -1.688 4.776  0.00
C: 5.067 2.044 -1.027  -0.01
N: 5.967 2.618 -3.175  0.01
H: -3.562 -4.739 -1.581  0.00
Se: 0.518 2.337 -0.663  -0.01
P: -3.479 -1.886 -2.347  0.00
N: -1.056 -2.560 -1.331  0.00
C: -4.642 2.629 1.716  0.00
H: -2.060 -4.418 -6.279  0.00
H: -0.390 0.676 -3.852  0.00
C: -2.383 -4.485 -5.249  0.00
H: 5.267 1.492 5.238  0.00
C: 4.070 1.159 -3.033  0.00
C: -2.924 -5.815 -3.318  0.00
C: 5.491 1.216 4.207  0.00
C: -3.239 -4.664 -2.611  0.00
H: 4.714 -3.988 -0.311  0.00
C: 0.881 -1.566 2.386  -0.01
C: -2.655 1.902 -0.082  0.00
H: 4.087 1.407 0.770  0.01
C: -4.063 -1.995 0.399  0.00
N: 0.610 -0.356 1.851  -0.07
H: 3.845 -5.101 1.753  0.00
H: 5.811 2.640 -0.514  0.00
S: 1.722 2.681 2.948  0.00
C: 2.742 0.745 4.677  0.00
H: -0.984 1.409 -6.131  0.00
H: 2.055 -3.975 3.046  0.00
C: -3.929 1.342 -0.186  0.00
H: 6.689 3.173 -2.748  0.00
C: 5.065 1.962 -2.436  0.01

(ii)
The following is a quantum chemistry calculation of a molecular structure, C47H46N7P2S3Se2V, from the Open Molecules 2025 dataset.

The total charge is +2. The HOMO-LUMO gap (alpha / beta) comes out at 5.4 / 5.9 eV. The spin multiplicity is 3. As for the expectation value of S²: 2.023. Its LUMO energy (alpha / beta) is -6.354 / -5.837 eV.

Each line ends with the Mulliken spin population.
Element x y z (Å)
N: 0.738 2.079 1.556  0.08
C: 2.197 2.350 3.438  -0.01
H: 0.181 -5.774 -6.225  0.00
H: -4.041 -3.974 2.533  0.00
C: 2.014 -2.932 -6.012  0.00
C: 0.509 -2.715 3.821  0.00
H: 1.541 -2.971 3.570  0.00
C: 3.421 -4.835 -6.499  0.00
H: -2.472 4.331 -1.182  0.00
H: -2.700 -3.426 1.553  0.00
H: 0.000 -4.714 3.243  0.00
C: 5.078 0.047 1.239  0.00
C: 2.878 -3.981 -2.773  0.00
H: 4.576 1.585 2.641  0.00
C: 4.209 0.917 1.877  0.00
C: -1.759 -3.004 -3.389  0.00
C: 0.900 -3.772 -5.986  0.00
H: 0.432 -2.767 4.907  0.00
H: 4.854 1.382 -8.727  0.00
C: 1.052 -5.133 -6.211  0.00
H: -1.300 -6.836 -3.606  0.00
C: -2.575 -5.165 -4.040  0.00
C: -2.241 3.352 -1.579  0.00
H: 0.477 -5.454 -2.613  0.00
H: 6.123 0.021 1.519  0.00
H: 4.333 -1.072 -4.463  0.00
H: -4.719 -1.799 2.066  0.00
H: 3.101 2.059 3.950  0.00
C: 2.304 -4.065 -0.419  0.00
C: -1.426 -5.762 -3.545  0.00
C: 1.314 3.225 4.040  0.00
C: 3.416 -4.863 -0.182  0.00
N: -1.128 1.238 -1.265  -0.05
C: 5.817 0.702 -6.937  0.00
H: 1.535 3.643 5.013  0.00
C: -3.209 -3.272 2.504  0.00
N: 2.406 0.187 0.505  -0.04
C: -1.494 2.477 -0.853  0.00
H: -0.576 4.234 3.787  0.00
C: 3.508 0.284 -7.468  0.00
H: 2.662 -3.662 -3.789  0.00
S: -2.747 -0.536 1.874  0.02
H: 2.422 -6.726 -6.658  0.00
H: 5.216 -1.476 -0.291  0.00
P: 1.770 -1.146 -5.883  0.00
H: -1.037 3.156 1.673  -0.01
C: -0.431 -3.716 3.144  0.00
H: 1.646 -3.789 0.396  0.00
C: 3.275 -3.471 -6.284  0.00
C: 4.588 -0.774 0.239  0.00
H: 5.120 -5.838 -1.043  0.00
C: 4.448 -0.542 -5.405  0.00
Se: -0.329 -1.850 -0.212  -0.11
C: -0.098 2.944 2.156  0.02
H: -2.937 0.689 3.923  0.00
H: 6.774 1.139 -7.196  0.00
C: -1.130 -0.437 4.213  0.00
H: -1.113 2.768 0.098  0.00
C: 2.879 0.949 1.509  -0.04
C: 4.255 -5.213 -1.232  0.00
H: -0.521 -3.499 2.083  0.00
H: 4.399 -5.243 -6.728  0.00
N: 1.601 1.031 -2.721  0.03
H: 2.868 -1.247 -0.915  -0.01
H: 6.517 -0.089 -5.064  0.00
C: 4.741 0.838 -7.797  0.00
C: 0.150 3.547 3.371  0.00
C: -2.356 1.650 -3.283  0.00
H: -1.615 1.206 2.902  0.00
C: -1.593 0.862 -2.491  0.02
C: -3.771 -1.849 2.602  0.00
P: 0.612 -2.607 -2.069  0.00
H: -2.664 1.284 -4.255  0.00
H: -1.900 -1.935 -3.319  0.00
H: 3.623 -5.217 0.821  0.00
H: -3.975 -1.578 3.639  0.00
H: 2.655 0.393 -8.126  0.00
C: -0.591 -3.603 -2.910  0.00
C: 1.596 -0.640 -4.119  -0.01
C: 3.263 -0.657 -0.108  0.03
H: -0.088 -3.349 -5.857  0.00
C: 1.899 1.827 2.193  0.05
H: -0.841 0.190 5.058  0.00
Se: 0.093 -0.480 -6.951  0.00
N: 1.886 0.686 -3.944  0.01
C: -2.696 2.954 -2.854  0.00
C: -0.422 -4.983 -2.985  0.00
H: -3.352 -5.776 -4.484  0.00
H: 4.140 -2.827 -6.354  0.00
H: -1.293 -0.110 -2.836  0.01
N: 1.133 -0.030 -2.077  -0.17
H: -3.627 4.707 -3.353  0.00
C: 3.988 -4.774 -2.525  0.00
C: -2.099 0.327 3.323  0.00
H: -1.607 -1.332 4.603  0.00
H: -3.640 -3.321 -4.357  0.00
V: 0.467 0.406 -0.300  2.09
N: -3.413 3.767 -3.635  0.00
S: 0.369 -0.972 3.337  0.02
C: 5.673 0.012 -5.736  0.00
S: -2.106 -3.796 3.845  0.00
C: 2.038 -3.625 -1.715  0.01
C: 3.365 -0.412 -6.277  0.00
C: -2.742 -3.783 -3.967  0.00
H: -3.705 3.481 -4.554  0.00
H: 4.637 -5.058 -3.345  0.00
C: 1.115 -1.114 -2.912  0.05
C: 2.311 -5.666 -6.461  0.00

Name the least stable of them. (ii).